Formula: C5H10N2O2
Source: OMol25
Level of theory: ωB97M-V/def2-TZVPD

```
19
Properties=species:S:1:pos:R:3:forces:R:3
C 1.867947 -1.172936 -1.000665 1.633 0.342 1.920
N 1.207040 -0.708635 -0.053693 -0.283 -0.940 2.120
C 1.204765 -0.093354 1.245100 5.579 0.067 -2.821
O 1.782033 -0.650243 2.162503 -2.256 -0.134 0.097
O 1.248557 1.282160 1.154988 -1.221 -0.359 -0.216
H 1.475168 -1.952159 -1.642963 -0.530 0.265 -0.500
H 2.927691 -0.950212 -1.105618 0.378 0.083 -0.290
H 1.640519 1.614372 1.974413 -0.146 -0.286 0.103
C -0.767561 -0.590522 -2.045068 -0.121 0.647 1.182
C -0.594528 0.184177 -0.952586 -3.866 0.243 0.543
N -1.096005 -0.045760 0.419056 1.083 -0.211 -1.658
C -1.772414 0.977975 1.185048 -0.229 -0.342 -0.394
H -0.519551 -0.197787 -3.015606 0.244 0.023 -0.114
H -1.024269 -1.636278 -1.976021 -0.301 -0.088 0.027
H -0.349645 1.231780 -1.079607 0.367 -0.013 0.024
H -1.424003 -0.992761 0.565133 -0.009 0.237 -0.069
H -1.560765 0.828958 2.247321 -0.087 0.043 -0.047
H -2.847657 0.911416 1.012271 -0.176 0.412 0.165
H -1.397321 1.959808 0.905992 -0.058 0.010 -0.073
```
Positions in Å, forces in eV/Å.

Summary:
Kohn-Sham gap ... 8.66 eV
Spin multiplicity ... 1
HOMO level ... -8.11 eV
Largest force on an atom ... 0.1216 hartree/bohr
Energy above the lowest of the compared OMol25 structures with the same formula, charge and spin ... 117.5 kcal/mol
Charge ... 0
SMILES ... C=NC(=O)O.C=CNC